80
Properties=species:S:1:pos:R:3:forces:R:3:lowdin_charge:R:1 method="wB97M-V/def2-TZVPD" multiplicity=1 homo_ev="-18.58 / -18.53" e_lumo_ha="-0.472 / -0.482" homo_lumo_gap_ev="5.725 / 5.423" total_charge=+4 e_above_lowest_kcal_mol=0.00
C 2.870 0.644 -9.169 0.04 0.92 -0.08 0.061
C 2.555 1.698 -8.292 0.06 0.05 -0.35 -0.173
C 2.662 3.015 -8.771 0.25 -0.75 -0.44 0.051
C 3.122 3.222 -10.079 0.21 1.39 -0.76 0.000
N 3.440 2.214 -10.885 -1.38 -0.79 3.86 0.312
C 3.321 0.958 -10.461 0.44 -0.97 -1.19 0.005
C 2.154 1.461 -6.929 -0.26 -0.04 1.23 0.096
C 1.875 1.325 -5.750 0.61 0.28 -2.51 0.069
C 1.589 1.043 -4.398 -0.17 -0.09 0.95 -0.205
C 0.723 -0.027 -4.104 0.33 -0.13 -0.02 0.008
C 0.485 -0.369 -2.778 -0.18 0.64 -0.43 -0.118
C 1.033 0.438 -1.774 -0.65 -0.22 0.84 -0.345
C 1.926 1.478 -2.038 -0.23 0.24 -0.38 -0.120
C 2.199 1.791 -3.368 0.03 -0.30 -0.20 0.007
Sn -0.029 0.361 0.094 2.29 -1.23 0.24 0.990
P -2.461 0.856 -0.353 -1.19 0.54 0.17 0.900
H 2.401 3.855 -8.134 0.16 0.00 -0.38 0.144
H 2.775 -0.391 -8.853 0.15 0.14 -0.32 0.148
H 3.228 4.239 -10.457 0.02 -0.12 -0.06 0.163
H 3.587 0.158 -11.151 -0.02 0.11 0.02 0.165
H 2.885 2.603 -3.625 -0.21 -0.36 0.09 0.136
H 0.260 -0.584 -4.923 0.26 0.12 0.30 0.141
H 2.398 2.063 -1.244 -0.26 -0.24 -0.16 0.088
H -0.158 -1.225 -2.568 0.08 0.22 0.07 0.108
C -3.360 1.205 1.193 0.32 -0.30 0.59 -0.369
C -4.554 2.158 1.126 -0.30 0.19 -0.23 -0.098
H -2.611 1.592 1.906 -0.25 -0.17 -0.13 0.091
H -3.696 0.228 1.576 0.21 0.17 -0.03 0.107
H -5.026 2.179 2.116 0.14 0.00 -0.25 0.108
H -4.265 3.189 0.882 -0.06 -0.28 0.05 0.075
H -5.313 1.824 0.408 0.19 0.12 0.18 0.081
C -2.329 2.417 -1.302 0.52 0.33 0.05 -0.380
C -3.004 2.431 -2.669 -0.27 -0.03 -0.38 -0.098
H -1.253 2.636 -1.415 -0.25 -0.02 -0.06 0.058
H -2.739 3.214 -0.663 0.07 -0.31 -0.09 0.079
H -2.831 3.410 -3.137 -0.08 -0.30 0.12 0.099
H -2.604 1.663 -3.347 -0.11 0.25 0.23 0.082
H -4.092 2.295 -2.582 0.35 0.05 -0.07 0.087
C -3.317 -0.446 -1.313 0.60 -0.61 -0.30 -0.357
C -4.847 -0.415 -1.316 -0.45 0.21 0.14 -0.094
H -2.979 -1.411 -0.899 -0.14 0.32 -0.16 0.069
H -2.934 -0.406 -2.346 0.02 0.06 0.34 0.093
H -5.206 -1.211 -1.982 0.17 0.19 0.19 0.108
H -5.263 -0.613 -0.320 0.10 0.09 -0.23 0.091
H -5.260 0.530 -1.692 0.16 -0.26 0.12 0.079
Br 1.567 1.396 1.793 -1.20 -0.66 -0.58 0.372
P 1.106 5.883 0.441 -0.36 -2.96 -1.29 1.247
C -0.661 5.409 0.155 -0.16 1.03 -0.04 -0.380
C -1.630 6.286 0.953 -0.43 0.04 0.20 -0.129
H -0.778 4.347 0.418 0.35 0.21 -0.01 0.067
H -0.841 5.526 -0.924 0.12 0.02 0.26 0.090
H -2.640 6.204 0.534 0.20 0.07 0.13 0.084
H -1.685 5.980 2.004 0.09 0.13 -0.20 0.087
H -1.339 7.343 0.916 -0.18 -0.25 -0.01 0.085
C 1.735 4.553 1.532 -0.08 0.78 0.76 -0.476
C 2.891 4.929 2.452 0.34 -0.06 0.23 -0.117
H 2.041 3.755 0.841 -0.24 0.39 -0.05 -0.004
H 0.867 4.215 2.113 0.19 0.12 -0.08 0.061
H 2.992 4.160 3.225 0.05 0.21 -0.08 0.084
H 3.842 4.971 1.910 -0.18 0.11 0.10 0.091
H 2.718 5.893 2.945 0.09 -0.30 -0.02 0.090
C 1.903 5.445 -1.171 0.64 1.01 0.14 -0.377
C 2.075 6.688 -2.049 0.07 0.14 -0.40 -0.134
H 1.299 4.678 -1.676 -0.07 0.12 0.38 0.081
H 2.887 5.014 -0.929 -0.25 0.16 0.03 0.094
H 2.783 6.477 -2.858 -0.17 0.11 0.15 0.087
H 1.126 6.993 -2.507 0.18 0.00 0.14 0.084
H 2.467 7.531 -1.467 -0.03 -0.18 -0.25 0.084
N 0.250 -5.790 4.452 0.00 2.21 -2.07 0.257
C 0.250 -4.931 3.651 -0.06 -1.94 1.86 -0.108
C 0.250 -3.871 2.679 0.18 0.09 0.04 -0.152
C 1.384 -3.068 2.503 0.04 0.01 -0.28 0.058
C 1.329 -2.019 1.602 -0.08 0.38 0.40 -0.117
N 0.201 -1.718 0.917 -0.06 0.03 -0.58 -0.114
C -0.834 -2.596 0.949 -0.11 0.20 0.63 -0.085
C -0.866 -3.632 1.870 -0.36 0.00 -0.58 0.046
H 2.299 -3.233 3.065 -0.17 -0.08 -0.09 0.153
H 2.183 -1.352 1.464 -0.31 -0.23 0.12 0.091
H -1.652 -2.426 0.240 0.28 -0.06 0.55 0.103
H -1.766 -4.244 1.942 0.36 0.02 -0.04 0.151

---

82
Properties=species:S:1:pos:R:3:forces:R:3:lowdin_spin:R:1 method="wB97M-V/def2-TZVPD" multiplicity=4 homo_ev="-12.91 / -13.17" e_lumo_ha="-0.187 / -0.260" homo_lumo_gap_ev="7.833 / 6.108" s2=3.806 total_charge=+2 e_above_lowest_kcal_mol=21.01
P -2.607 0.797 -1.267 1.86 0.56 1.65 0.409
C -3.393 1.909 -0.213 -0.34 0.69 0.50 0.046
C -3.672 3.062 -0.990 -0.38 -0.16 0.57 0.064
H -3.105 3.206 -1.913 -0.45 0.19 0.17 0.002
C -4.692 3.903 -0.585 0.17 0.19 0.19 -0.005
H -4.941 4.751 -1.222 -0.09 -0.11 0.35 -0.001
C -5.369 3.642 0.616 0.08 0.02 -0.27 0.061
H -6.176 4.317 0.908 0.21 -0.29 0.01 0.003
C -5.025 2.552 1.433 0.16 0.09 0.02 0.005
H -5.570 2.388 2.369 0.33 0.09 -0.37 0.000
C -4.010 1.676 1.044 -0.16 0.19 -0.76 0.042
H -3.710 0.827 1.666 -0.27 0.22 -0.29 0.001
C -1.211 1.382 -2.132 0.60 -0.17 -0.43 0.038
C -0.393 2.487 -1.780 -0.42 -0.32 -0.35 0.055
H -0.476 2.947 -0.793 -0.09 -0.13 -0.35 0.001
C 0.498 2.975 -2.733 -0.03 -0.11 -0.03 -0.003
H 1.134 3.838 -2.500 -0.28 -0.40 -0.10 -0.001
C 0.558 2.382 -4.003 -0.06 -0.06 -0.10 0.067
H 1.220 2.791 -4.766 -0.15 -0.03 0.24 0.003
C -0.231 1.271 -4.328 0.24 -0.21 -0.03 -0.008
H -0.209 0.812 -5.317 0.21 0.25 0.22 -0.002
C -1.081 0.730 -3.381 0.05 0.59 0.38 0.060
H -1.710 -0.142 -3.573 0.22 0.28 -0.26 0.002
C -3.099 -0.854 -1.317 -0.75 -0.62 -0.21 0.051
C -4.269 -0.704 -2.101 0.28 -0.94 0.18 0.050
H -4.578 0.321 -2.350 -0.30 -0.67 -0.19 0.012
C -4.934 -1.837 -2.525 -0.13 -0.23 0.08 0.006
H -5.815 -1.698 -3.147 0.10 -0.40 0.11 0.000
C -4.453 -3.098 -2.137 -0.26 0.33 -0.26 0.009
H -4.996 -3.973 -2.495 0.26 0.12 0.18 0.001
C -3.327 -3.242 -1.314 0.04 0.19 0.04 0.002
H -2.992 -4.246 -1.029 -0.18 0.48 -0.05 0.000
C -2.632 -2.113 -0.865 -0.45 0.36 -0.35 0.014
H -1.794 -2.204 -0.167 -0.24 0.07 -0.34 0.001
Tc 1.290 -0.452 2.531 4.47 -3.63 1.18 1.619
C 2.700 -1.061 1.060 0.56 0.07 -0.42 -0.036
C 2.452 -0.960 -0.267 0.58 -0.94 -0.24 0.056
H 3.689 -1.450 1.367 -0.48 0.21 -0.03 -0.004
C 1.080 -0.508 -0.740 0.59 -0.19 -0.36 0.024
O 0.461 -1.603 -1.449 0.06 0.10 0.12 0.017
H -0.491 -1.494 -1.635 0.68 0.41 0.24 0.002
C 0.415 -0.133 0.501 0.79 -0.26 2.45 0.119
H 1.203 0.350 -1.424 -0.32 -0.10 0.20 0.005
C -0.175 0.062 1.637 -7.09 2.13 -6.05 -0.012
Cl 3.107 -1.168 4.217 -0.94 0.40 -0.83 0.043
Cl -0.137 0.331 4.297 -0.05 0.19 0.49 0.071
P 2.073 1.673 2.474 1.42 2.68 0.89 0.030
C 2.608 2.180 4.140 0.00 -0.01 -0.13 0.005
H 3.534 1.645 4.377 -0.21 0.15 0.07 0.000
H 1.825 1.901 4.853 0.33 0.15 -0.11 0.000
H 2.762 3.264 4.133 0.09 -0.18 0.12 0.000
C 3.546 2.017 1.468 0.04 -0.09 -0.16 0.007
H 3.315 1.862 0.407 0.11 0.07 0.19 0.000
H 4.336 1.320 1.772 -0.10 0.19 -0.08 -0.001
H 3.869 3.052 1.638 -0.03 -0.27 -0.07 0.000
C 0.948 3.030 2.001 -0.26 -0.15 -0.16 0.003
H -0.054 2.847 2.410 0.21 0.06 -0.04 0.000
H 0.885 3.109 0.908 0.01 -0.03 0.25 0.002
H 1.342 3.969 2.410 -0.09 -0.24 -0.15 -0.001
P 3.609 -1.550 -1.550 -0.32 0.08 0.50 0.008
C 5.253 -1.751 -0.858 0.42 0.02 0.15 -0.001
C 3.629 -0.313 -2.857 0.14 0.10 -0.16 0.003
H 5.250 -2.513 -0.069 -0.12 0.13 -0.16 0.000
H 5.609 -0.811 -0.421 -0.18 -0.13 -0.08 0.000
H 5.984 -2.062 -1.617 -0.36 0.06 0.04 0.000
H 2.625 -0.229 -3.290 0.16 -0.05 0.06 0.000
H 4.342 -0.573 -3.652 -0.20 0.02 0.25 0.000
H 3.910 0.655 -2.425 -0.02 -0.19 -0.10 0.000
C 3.032 -3.115 -2.221 -0.01 -0.16 -0.15 0.003
H 2.981 -3.851 -1.410 0.02 0.16 -0.14 0.000
H 3.687 -3.496 -3.018 -0.12 0.21 0.25 0.000
H 2.021 -2.949 -2.606 0.22 -0.10 0.06 0.000
H -1.241 0.311 1.604 0.18 0.13 1.53 -0.003
C -0.280 -4.524 3.262 -0.01 -0.04 -0.05 0.000
C 0.116 -3.096 3.504 0.22 0.11 0.72 0.005
N 0.248 -2.711 4.769 -0.25 -0.09 -0.54 0.014
O 0.332 -2.321 2.530 -0.05 -0.90 0.48 0.036
H 0.405 -5.181 3.809 -0.14 0.06 -0.12 0.000
H -0.230 -4.748 2.197 0.00 0.03 0.15 0.000
H -1.296 -4.709 3.631 0.19 0.06 -0.07 0.000
H 0.433 -1.730 4.997 0.06 -0.43 -0.04 0.001
H 0.056 -3.364 5.514 0.06 0.11 -0.07 0.000

---

87
Properties=species:S:1:pos:R:3:forces:R:3:lowdin_charge:R:1 method="wB97M-V/def2-TZVPD" multiplicity=1 homo_ev=-8.97 e_lumo_ha=-0.031 homo_lumo_gap_ev=8.122
C 0.777 -4.214 2.302 -0.28 0.44 1.33 -0.077
O 1.778 -3.856 1.344 -1.16 -0.40 -0.34 -0.208
C 1.237 -3.625 0.044 0.72 0.83 -0.94 -0.150
C 0.478 -2.252 -0.082 -1.40 0.81 -0.09 -0.019
C 1.239 -0.979 -0.168 -1.29 -0.05 -0.04 -0.047
C 2.802 -1.017 -0.182 -0.16 -0.27 -0.08 -0.127
C 3.441 -1.395 1.225 -0.31 0.16 -0.03 -0.167
C 4.566 -2.492 1.162 0.85 0.75 0.64 -0.170
C 5.508 -2.410 -0.101 -0.43 -0.89 0.08 -0.227
O 5.158 -3.521 -0.970 0.12 0.59 -0.16 -0.120
C 0.478 0.257 -0.237 -1.18 -1.17 0.21 0.006
C -1.005 0.240 -0.226 0.31 -0.87 0.01 0.005
C -1.782 -0.999 -0.186 2.04 -0.23 0.06 -0.052
C -3.347 -0.985 -0.221 0.59 1.01 -0.52 -0.128
C -3.983 -0.203 0.997 -0.40 -0.15 -0.25 -0.248
C -4.678 -1.115 2.076 -0.37 1.44 -0.14 -0.525
Cl -3.584 -1.217 3.547 -0.59 -0.43 -0.71 0.514
C -0.998 -2.256 -0.112 0.41 1.31 -0.03 -0.039
C -1.803 -3.563 -0.070 -1.02 -2.18 0.00 -0.166
C -2.745 -3.915 0.994 0.86 -0.38 -1.59 -0.038
C -3.446 -5.169 0.939 -0.72 0.30 1.28 -0.144
N -3.373 -6.193 0.036 2.00 3.48 -0.20 0.058
C -2.488 -5.817 -0.934 0.54 -0.60 -1.30 -0.153
C -1.722 -4.610 -1.089 -0.73 0.68 1.64 -0.022
C -1.742 1.623 -0.260 1.62 -0.13 0.49 -0.263
O -2.792 1.818 -0.826 0.34 -0.02 0.39 0.101
C -0.988 2.772 0.493 -0.03 -0.09 -0.03 -0.022
C -1.852 3.835 1.258 0.69 -0.50 -0.62 -0.088
O -1.976 3.348 2.625 -0.06 0.31 -0.87 -0.090
N -3.299 3.060 2.887 0.19 -0.80 0.85 -0.050
O -3.372 2.415 3.871 -0.38 0.51 -0.42 0.037
C 0.372 2.787 0.489 -0.64 -0.43 0.24 -0.011
C 1.224 3.855 1.237 1.14 -0.64 -0.69 -0.283
C 1.297 5.232 0.487 -0.17 -1.23 0.24 -0.032
F 0.791 3.964 2.585 0.01 0.19 -1.24 -0.025
C 1.140 1.658 -0.286 -1.11 0.26 0.51 -0.250
O 2.150 1.940 -0.887 -0.27 -0.31 0.36 0.111
H 0.823 -5.285 2.633 0.20 0.75 -0.60 0.096
H 0.967 -3.583 3.219 -0.21 -0.65 -0.84 0.102
H -0.274 -4.003 1.985 0.94 -0.12 0.01 0.072
H 0.637 -4.498 -0.313 0.25 0.82 0.46 0.115
H 2.124 -3.545 -0.649 -0.78 -0.22 0.76 0.123
H 3.261 -0.052 -0.503 -0.82 -0.76 0.06 0.107
H 3.068 -1.760 -0.986 -0.16 0.74 0.89 0.073
H 2.590 -1.662 1.911 1.10 -0.04 -0.52 0.105
H 3.900 -0.466 1.666 -0.45 -0.76 -0.53 0.111
H 5.223 -2.324 2.068 -0.71 -0.21 -0.77 0.108
H 4.202 -3.544 1.240 0.05 0.95 -0.23 0.105
H 6.581 -2.601 0.176 -1.08 0.33 -0.19 0.117
H 5.436 -1.446 -0.669 0.07 -0.68 0.60 0.120
H 4.449 -3.250 -1.577 0.34 0.13 0.09 0.021
H -3.799 -1.996 -0.355 0.59 0.75 0.32 0.106
H -3.615 -0.403 -1.148 0.25 -0.64 0.93 0.117
H -4.745 0.509 0.570 0.63 -0.78 0.53 0.118
H -3.229 0.448 1.517 -0.69 -0.74 -0.50 0.078
H -5.594 -0.565 2.424 0.91 -0.74 -0.13 0.075
H -4.991 -2.120 1.705 0.57 0.71 0.43 0.070
H -2.916 -3.211 1.840 0.14 -0.78 -0.72 0.070
H -4.177 -5.352 1.773 0.81 0.19 -0.80 0.113
H -2.346 -6.588 -1.740 -0.15 0.82 0.80 0.108
H -1.069 -4.471 -1.980 -0.63 -0.26 0.80 0.108
H -2.883 3.907 0.823 1.05 0.06 0.27 0.129
H -1.311 4.810 1.279 -0.69 -0.70 0.03 0.102
H 2.271 3.441 1.296 -1.02 0.37 0.05 0.146
H 1.620 5.998 1.233 -0.33 -0.47 -0.89 0.093
H 2.041 5.098 -0.348 -0.64 0.25 0.89 0.098
H 0.299 5.442 0.042 0.99 0.24 0.47 0.050
C 3.555 -4.256 -4.959 0.02 -0.10 0.05 -0.261
S 3.084 -2.546 -4.642 -0.01 -0.05 -0.10 0.845
O 3.470 -2.232 -3.236 -0.09 -0.21 0.07 -0.553
C 1.305 -2.835 -4.657 -0.11 -0.02 0.08 -0.262
H 4.643 -4.319 -4.954 -0.05 0.10 0.03 0.055
H 3.150 -4.903 -4.180 -0.01 0.08 0.02 0.060
H 3.179 -4.561 -5.936 0.00 0.07 0.01 0.054
H 1.043 -3.573 -3.897 0.09 0.01 0.01 0.048
H 1.003 -3.187 -5.644 0.06 0.03 0.00 0.055
H 0.802 -1.894 -4.438 0.11 0.01 0.00 0.053
C -2.203 8.770 -0.874 -0.12 -0.03 -0.02 -0.268
S -0.777 8.613 0.217 -0.04 0.02 0.02 0.835
O -0.776 7.220 0.749 -0.37 0.41 0.00 -0.567
C -1.417 9.684 1.516 -0.08 0.02 0.09 -0.268
H -2.037 8.143 -1.749 0.09 0.01 0.08 0.051
H -3.105 8.440 -0.357 0.07 -0.02 0.05 0.059
H -2.307 9.809 -1.188 0.06 -0.02 0.02 0.053
H -2.369 9.297 1.882 0.04 -0.06 -0.05 0.059
H -1.548 10.694 1.123 0.04 -0.04 -0.03 0.053
H -0.696 9.704 2.332 0.03 -0.06 -0.09 0.052

---

Respective maximum force values: 0.0812 0.1860 0.0782 Eh/bohr.